Entry 1:
{"formula": "C5H10FP", "method": "ωB97M-V/def2-TZVPD", "elements": ["C", "C", "C", "C", "C", "F", "P", "H", "H", "H", "H", "H", "H", "H", "H", "H", "H"], "coordinates": [[1.277760, 0.202860, -0.695702], [0.570782, -0.258235, 0.329940], [2.713593, 0.058652, -0.775032], [-1.800602, -0.568824, 1.534450], [-0.895583, -0.147537, 0.313455], [-1.401349, -1.308044, -1.013379], [-1.783031, 1.390971, -0.158136], [0.731550, 0.743208, -1.566995], [0.990081, -0.810452, 1.157788], [3.046017, -0.981354, -0.784043], [3.090891, 0.517418, -1.778144], [3.161573, 0.517434, 0.117077], [-1.623075, 0.032583, 2.368389], [-2.766155, -0.534008, 1.137325], [-1.628195, -1.541419, 1.855403], [-2.637238, 0.784027, -0.848770], [-1.047014, 1.902723, -1.193634]], "atomic_forces_ev_per_a": [[-2.064, 0.831, -1.131], [-1.422, 0.101, -0.203], [2.181, 0.676, -1.912], [2.206, -0.344, -2.609], [-1.780, -1.344, -0.698], [0.808, 1.855, 2.477], [3.091, 2.311, 3.023], [0.920, -1.117, 1.695], [0.325, -0.063, 0.032], [-0.167, -0.052, 0.007], [-0.293, -0.605, 2.058], [0.252, 0.109, -0.493], [0.071, 1.468, 1.087], [-1.778, 0.239, -0.051], [0.513, -2.041, 0.287], [-3.401, -2.208, -2.707], [0.537, 0.184, -0.862]], "mulliken_charge": [0.0544, -0.5154, -1.0704, -1.7865, 1.0188, -0.5037, 0.0761, 0.1589, 0.3433, 0.3065, 0.2744, 0.2987, 0.4104, 0.5150, 0.4429, 0.0165, -0.0399], "lumo_ev": 0.3, "e_tot_ev": -17350.1373, "e_homo_ha": -0.3515, "orbital_gap_ev": 9.9, "de_lowest_kj_mol": 169.3, "mol_weight_g_mol": 120.1}

---

Entry 2:
{"formula": "C24H27BrIrN3OS", "method": "ωB97M-V/def2-TZVPD", "elements": ["Ir", "N", "C", "C", "C", "C", "C", "C", "N", "C", "C", "C", "S", "C", "N", "H", "H", "H", "H", "H", "H", "H", "C", "C", "C", "C", "C", "C", "C", "Br", "C", "O", "C", "C", "C", "C", "C", "C", "H", "H", "H", "H", "H", "H", "H", "H", "H", "H", "H", "H", "H", "H", "H", "H", "H", "H", "H", "H"], "coordinates": [[0.506553, -2.768199, 0.131222], [4.401366, -2.839738, 1.248088], [4.722631, -2.686084, -0.102583], [5.950139, -2.595577, -0.746974], [5.902436, -2.446919, -2.118107], [4.684797, -2.394499, -2.820013], [3.467543, -2.490166, -2.177820], [3.509529, -2.636490, -0.794942], [2.497379, -2.782737, 0.157177], [3.081542, -2.884783, 1.359566], [2.172017, -3.012800, 2.483959], [2.298049, -3.173472, 3.821373], [0.758095, -3.289906, 4.559911], [-0.004222, -3.134525, 3.068617], [0.841675, -2.993157, 2.065646], [5.069674, -2.934542, 2.001192], [6.888840, -2.644391, -0.212389], [6.828226, -2.372849, -2.671721], [4.707905, -2.282411, -3.895151], [2.538260, -2.459094, -2.731487], [3.199967, -3.234653, 4.411316], [-1.076699, -3.160178, 2.948251], [-4.511258, 2.674555, -1.784402], [-4.567440, 1.933112, -0.419839], [-5.807727, 1.043199, -0.376179], [-4.639288, 2.980404, 0.715498], [-3.289241, 1.161840, -0.294659], [-3.274130, -0.266011, -0.244634], [-2.072853, -0.890855, -0.148439], [-1.975415, -2.803569, -0.104332], [-0.832970, -0.209966, -0.104298], [0.308407, -0.855585, -0.039355], [-0.814064, 1.234962, -0.165899], [-2.044715, 1.841980, -0.249601], [0.486880, 2.024507, -0.142261], [1.368450, 1.620979, -1.341108], [1.222703, 1.758513, 1.186669], [0.217377, 3.527447, -0.241189], [-5.439279, 3.236491, -1.890106], [-4.438279, 1.975467, -2.617777], [-3.683696, 3.380812, -1.839002], [-6.692602, 1.670992, -0.467238], [-5.893811, 0.502778, 0.568835], [-5.840235, 0.332924, -1.204636], [-5.570580, 3.534316, 0.600445], [-3.824961, 3.702235, 0.679572], [-4.647956, 2.503730, 1.696206], [-4.199348, -0.824006, -0.287256], [-2.071837, 2.919648, -0.293065], [1.703908, 0.586468, -1.293988], [2.253252, 2.257187, -1.344153], [0.846168, 1.781570, -2.285479], [1.524319, 0.716673, 1.294854], [0.607209, 2.043552, 2.041231], [2.123863, 2.371004, 1.210362], [-0.291088, 3.794878, -1.168941], [1.172548, 4.050369, -0.236979], [-0.358009, 3.904580, 0.606013]], "atomic_forces_ev_per_a": [[0.109, 0.000, 0.054], [-0.019, -0.037, 0.047], [0.007, 0.008, -0.035], [-0.002, 0.002, -0.076], [0.032, -0.008, 0.063], [-0.037, 0.001, -0.009], [0.040, 0.003, 0.025], [0.001, -0.029, -0.022], [0.040, 0.087, 0.112], [-0.125, -0.019, -0.045], [0.080, -0.018, -0.077], [-0.009, 0.043, -0.060], [-0.014, -0.049, -0.042], [-0.005, -0.021, 0.066], [-0.038, -0.008, 0.050], [-0.006, 0.018, 0.002], [0.001, 0.006, 0.004], [-0.001, -0.001, -0.002], [0.001, 0.000, -0.002], [-0.007, 0.004, -0.006], [0.009, 0.003, 0.004], [-0.006, 0.030, 0.005], [-0.005, 0.000, -0.014], [0.099, -0.077, -0.005], [-0.031, 0.019, -0.002], [-0.029, 0.004, 0.032], [0.035, 0.233, 0.003], [0.182, -0.298, 0.023], [-0.227, 0.017, 0.019], [-0.040, 0.060, -0.010], [0.066, -0.130, -0.029], [-0.029, -0.011, -0.032], [-0.311, 0.242, -0.034], [0.201, -0.038, -0.016], [0.065, -0.068, 0.053], [-0.025, 0.046, 0.005], [-0.001, 0.023, -0.047], [0.020, 0.025, 0.001], [0.001, 0.000, -0.001], [-0.007, -0.002, -0.001], [0.001, 0.001, 0.003], [-0.003, -0.013, 0.009], [-0.006, 0.004, 0.009], [0.004, 0.003, -0.014], [0.001, -0.004, -0.001], [0.012, -0.001, -0.008], [-0.004, -0.001, -0.001], [-0.013, 0.008, -0.004], [-0.022, -0.020, -0.006], [0.003, -0.013, 0.011], [0.008, -0.011, -0.011], [-0.002, -0.001, -0.003], [0.008, -0.003, 0.003], [-0.004, -0.001, 0.005], [0.005, -0.007, 0.014], [0.009, 0.003, -0.008], [0.000, 0.005, 0.001], [-0.009, -0.012, 0.003]], "mulliken_charge": [2.7832, 0.0423, 0.6467, -1.0343, -0.5094, -0.7838, -0.8152, 0.9868, -0.2625, 0.5012, -0.4201, -0.0050, 0.0496, -0.0799, -0.5361, 0.2576, 0.4486, 0.4390, 0.4349, 0.3883, 0.4351, 0.4179, -1.4697, 1.8057, -2.0569, -1.5158, -0.5204, -0.4405, -0.1406, -0.0801, 1.1006, -1.4413, -0.6616, -0.1469, 1.8490, -1.4146, -1.3688, -2.1509, 0.4536, 0.3920, 0.3800, 0.4162, 0.4635, 0.4460, 0.4724, 0.3604, 0.3875, 0.6629, 0.5687, 0.1570, 0.4800, 0.3713, 0.0774, 0.3707, 0.4782, 0.4573, 0.4264, 0.4466], "lumo_ev": [-11.7, -12.1], "spin_multiplicity": 2, "e_tot_ev": -115532.5853, "e_homo_ha": [-0.6370, -0.6370], "orbital_gap_ev": [5.7, 5.2], "total_charge": 3, "mol_weight_g_mol": 677.7}

---

Entry 3:
{"formula": "C5H8F2O", "method": "ωB97M-V/def2-TZVPD", "elements": ["C", "C", "O", "C", "C", "F", "F", "C", "H", "H", "H", "H", "H", "H", "H", "H"], "coordinates": [[1.651654, 1.279013, -0.026091], [1.040859, -0.094946, -0.016543], [2.025786, -1.105588, -0.048614], [-0.048280, -0.312077, -1.075784], [-1.073021, -0.029186, 0.007691], [-1.521246, 1.230150, 0.001312], [-2.169621, -0.844799, -0.008068], [-0.058810, -0.277880, 1.106568], [2.309687, 1.451494, -0.903172], [0.878365, 2.072349, -0.070112], [2.308442, 1.400622, 0.845361], [2.739323, -1.011742, 0.570275], [-0.004147, 0.348815, -1.901726], [-0.087248, -1.411319, -1.359156], [-0.081800, -1.354407, 1.358011], [-0.125518, 0.491186, 1.935189]], "atomic_forces_ev_per_a": [[0.454, 0.880, -0.531], [0.307, -0.149, 0.964], [-0.659, -0.631, -1.016], [0.285, -1.817, 0.456], [-0.006, -1.219, -0.209], [-0.452, 1.020, -0.060], [-0.073, 0.105, 0.088], [0.127, 0.565, 0.142], [-0.429, -0.375, 0.267], [0.432, -0.425, 0.334], [-0.362, 0.165, 0.037], [0.255, 0.551, 0.597], [-0.162, 0.455, -0.985], [0.024, 1.433, 0.186], [-0.014, 0.719, 0.394], [0.274, -1.279, -0.663]], "mulliken_charge": [-1.5782, 1.3136, -0.5793, -1.1353, 1.0058, -0.3129, -0.3587, -1.0162, 0.3500, 0.3272, 0.4089, 0.3293, 0.3476, 0.2836, 0.3136, 0.3012], "lumo_ev": 0.8, "e_tot_ev": -12796.7197, "e_homo_ha": -0.3836, "orbital_gap_ev": 11.2, "de_lowest_kj_mol": 0.0, "mol_weight_g_mol": 122.1, "smiles": "CC1(O)CC(F)(F)C1"}

---

Entry 4:
{"formula": "C27H23FeIN5P", "method": "ωB97M-V/def2-TZVPD", "elements": ["Fe", "N", "P", "C", "C", "C", "C", "C", "C", "C", "C", "C", "C", "C", "C", "C", "C", "C", "C", "C", "N", "H", "H", "H", "H", "H", "H", "H", "H", "H", "H", "H", "H", "H", "H", "H", "N", "C", "C", "C", "C", "C", "C", "C", "H", "H", "H", "H", "H", "I", "C", "C", "N", "N", "C", "H", "H", "H"], "coordinates": [[-0.267690, 0.189072, -0.420053], [2.010910, -1.131428, 1.297947], [2.168310, -0.212528, -0.151453], [3.974710, -0.027028, -0.185953], [4.782410, -1.162628, -0.243653], [6.155910, -1.018328, -0.200053], [6.725110, 0.243972, -0.106353], [5.921810, 1.372272, -0.053653], [4.544910, 1.238172, -0.090853], [1.816210, -1.453528, -1.451353], [0.774510, -2.376728, -1.278553], [0.455710, -3.255628, -2.304653], [1.142110, -3.193828, -3.509653], [2.157210, -2.265928, -3.691053], [2.488910, -1.390428, -2.671153], [0.991410, -0.928628, 2.192247], [1.024910, -1.449328, 3.493947], [-0.021090, -1.183628, 4.349547], [-1.089990, -0.409428, 3.901447], [-1.075990, 0.028672, 2.598447], [-0.066890, -0.225128, 1.755347], [2.847910, -1.575828, 1.664747], [4.336910, -2.145128, -0.329153], [6.782910, -1.895728, -0.240753], [7.798110, 0.345972, -0.076153], [6.365610, 2.353472, 0.019247], [3.918310, 2.117072, -0.040253], [0.281210, -2.469928, -0.311253], [-0.316090, -3.998528, -2.163553], [0.888910, -3.874628, -4.308753], [2.693510, -2.225928, -4.625353], [3.286110, -0.674728, -2.811053], [1.856910, -2.055828, 3.813947], [-0.016290, -1.573928, 5.355847], [-1.913090, -0.168028, 4.550047], [-1.894390, 0.602272, 2.185547], [-2.501390, -0.034428, -0.572453], [-3.649690, -0.032728, -0.434653], [-5.036590, -0.007628, -0.296253], [-5.702790, 1.209572, -0.083753], [-7.081290, 1.225572, -0.030253], [-7.798490, 0.045572, -0.184153], [-7.139290, -1.165128, -0.351053], [-5.760990, -1.203628, -0.407553], [-5.143890, 2.126572, 0.032847], [-7.604590, 2.153872, 0.125047], [-8.876690, 0.070172, -0.173053], [-7.704690, -2.075828, -0.443453], [-5.240490, -2.138728, -0.542953], [1.515410, 6.342672, -0.057153], [0.341210, 4.624072, -0.217553], [-1.040290, 4.553472, -0.225353], [-1.354390, 3.258472, -0.341553], [-0.265390, 2.480972, -0.415453], [0.775310, 3.298572, -0.340553], [-1.768990, 5.333972, -0.157653], [-2.275190, 2.853572, -0.412053], [1.783210, 2.932372, -0.384553]], "atomic_forces_ev_per_a": [[-0.455, 1.051, 0.987], [0.256, 0.121, -0.090], [0.547, -0.899, 0.254], [-0.404, 0.373, -0.186], [-0.131, 0.060, -0.014], [0.022, -0.132, 0.026], [-0.066, 0.068, -0.007], [0.104, -0.007, 0.015], [-0.112, -0.030, -0.009], [-0.094, 0.206, 0.049], [0.082, 0.235, 0.205], [-0.122, -0.010, -0.215], [-0.124, -0.086, 0.114], [-0.026, 0.106, 0.090], [-0.052, -0.004, -0.022], [-0.353, 0.040, 0.289], [-0.038, 0.082, -0.065], [0.106, 0.040, -0.311], [-0.067, 0.145, -0.234], [-0.250, 0.009, 0.496], [0.141, -0.257, -1.136], [-0.233, 0.043, -0.101], [0.028, -0.096, -0.049], [0.076, -0.058, -0.010], [0.118, 0.013, 0.001], [0.035, 0.062, 0.002], [-0.023, 0.081, 0.004], [0.039, -0.081, 0.011], [-0.049, -0.010, 0.023], [-0.005, -0.066, -0.019], [0.064, -0.004, -0.115], [0.085, 0.046, -0.030], [0.149, -0.015, -0.006], [0.047, -0.030, 0.070], [-0.149, 0.032, 0.054], [-0.069, 0.025, 0.054], [0.460, 0.131, 0.139], [1.622, 0.042, -0.186], [-1.335, -0.057, 0.132], [0.112, -0.124, -0.059], [0.016, -0.064, -0.009], [0.151, -0.021, 0.013], [0.006, 0.081, 0.005], [0.114, 0.145, -0.011], [0.041, 0.056, -0.029], [-0.040, 0.146, 0.010], [-0.109, -0.002, 0.050], [-0.077, -0.165, -0.031], [0.041, -0.089, -0.050], [-0.318, -0.500, -0.050], [0.194, 0.429, 0.035], [0.696, 0.092, 0.011], [-0.420, -0.117, -0.037], [-0.071, -1.569, -0.106], [-0.100, 0.525, 0.046], [-0.263, 0.111, 0.004], [0.136, 0.011, -0.014], [0.066, -0.112, 0.008]], "mulliken_charge": [0.3415, -0.1351, 1.2692, 0.8583, -0.4531, -0.7714, -0.5141, -0.7609, -0.3214, 0.3809, -0.0981, -0.8594, -0.5384, -0.6570, -0.6755, 0.4805, -0.8491, -0.3191, -0.9471, -0.1138, 0.2315, 0.3047, 0.4541, 0.4255, 0.4248, 0.4454, 0.2341, 0.3725, 0.4405, 0.4307, 0.4304, 0.4629, 0.4195, 0.4470, 0.4329, 0.3717, -0.3506, 0.1735, 0.7992, -0.3012, -0.7191, -0.3629, -0.6552, -0.4547, 0.3791, 0.4149, 0.4196, 0.4171, 0.4531, 0.2075, -0.8591, 0.0429, -0.1315, 0.0599, 0.0254, 0.4907, 0.1320, 0.1743], "lumo_ev": [-5.4, -6.7], "spin_multiplicity": 5, "e_tot_ev": -87586.3255, "e_homo_ha": [-0.5045, -0.5045], "orbital_gap_ev": [8.3, 7.1], "de_lowest_kj_mol": 0.0, "total_charge": 2, "mol_weight_g_mol": 631.2}